(1)
The following is a quantum chemistry calculation of a 2-piece molecular cluster, C32H35N3O7 overall, from the Open Molecules 2025 dataset.

```
! wB97M-V def2-TZVPD RIJCOSX def2/J DEFGRID3
* xyz 0 1
C 6.667 3.819 -0.002
C 5.662 2.680 -0.009
N 4.727 2.878 -1.113
C 3.590 2.076 -1.098
C 3.541 0.908 -0.297
C 2.363 0.204 -0.203
C 1.159 0.650 -0.811
C -0.032 -0.065 -0.563
C -1.307 0.547 -0.635
C -1.463 1.893 -0.199
C -2.673 2.546 -0.285
C -3.772 1.906 -0.897
N -5.025 2.547 -0.982
C -5.333 3.504 0.085
C -6.824 3.794 -0.003
O -7.173 4.310 -1.288
C -6.819 3.476 -2.388
C -5.382 2.976 -2.336
C -3.626 0.590 -1.403
C -2.454 -0.110 -1.176
C 1.244 1.805 -1.664
C 2.446 2.456 -1.846
C 5.251 3.212 -2.438
C 6.419 4.186 -2.357
O 7.309 3.931 -1.272
H 6.158 4.759 0.290
H 7.487 3.590 0.696
H 6.202 1.718 -0.100
H 5.103 2.692 0.939
H 4.423 0.533 0.230
H 2.363 -0.728 0.358
H 0.065 -1.079 -0.224
H -0.613 2.404 0.255
H -2.767 3.569 0.083
H -5.101 3.050 1.060
H -4.757 4.443 -0.028
H -7.387 2.870 0.233
H -7.102 4.602 0.692
H -7.496 2.602 -2.452
H -6.943 4.119 -3.274
H -4.704 3.792 -2.668
H -5.259 2.109 -3.000
H -4.480 0.127 -1.908
H -2.377 -1.162 -1.442
H 0.353 2.164 -2.173
H 2.517 3.321 -2.516
H 5.591 2.292 -2.964
H 4.435 3.658 -3.022
H 7.043 4.066 -3.255
H 6.017 5.216 -2.308
C -4.555 -3.799 0.819
C -3.194 -3.896 1.462
O -2.243 -3.119 0.723
C -0.999 -3.191 1.278
C 0.007 -2.847 0.287
C 1.388 -3.193 0.479
O 2.278 -2.816 -0.325
C 1.775 -4.118 1.604
C 1.247 -5.416 1.597
C 1.748 -6.393 2.450
C 2.733 -6.030 3.387
N 3.138 -6.965 4.387
O 3.961 -6.581 5.254
O 2.647 -8.117 4.378
C 3.218 -4.709 3.454
C 2.735 -3.758 2.565
O -0.850 -3.551 2.440
H -5.243 -4.371 1.449
H -4.920 -2.765 0.765
H -4.566 -4.251 -0.181
H -3.198 -3.531 2.497
H -2.861 -4.947 1.454
H -0.348 -2.797 -0.771
H 0.411 -5.667 0.943
H 1.395 -7.423 2.435
H 3.965 -4.474 4.211
H 3.062 -2.719 2.641
*
```

Values from the calculation:
HOMO level = -7.0809 eV
DFT total energy = -1931.102559 a.u.
gap between HOMO and LUMO = 4.77 eV

---

(2)
The following is a quantum chemistry calculation of one molecule with the formula C4H7N3, from the Open Molecules 2025 dataset.

```
! wB97M-V def2-TZVPD RIJCOSX def2/J DEFGRID3
* xyz 0 1
N -2.432 -0.124 0.139
C -1.034 -0.039 -0.001
C 0.004 -0.882 0.037
C 1.264 -0.129 -0.018
N 2.512 -0.842 0.000
C 1.119 1.222 -0.101
N -0.434 1.309 -0.071
H -2.908 -0.297 -0.740
H -2.697 -0.851 0.792
H -0.063 -1.964 0.103
H 3.043 -0.557 0.817
H 3.069 -0.552 -0.798
H -0.712 1.871 0.736
H -0.731 1.835 -0.895
*
```

Values from the calculation:
HOMO level = -7.9558 eV
relative energy (zero: lowest compared OMol25 entry of this formula, charge and spin) = 316.6 kJ/mol
DFT total energy = -320.762715 a.u.
gap between HOMO and LUMO = 8.54 eV